This record from the OMol25 dataset describes one molecule with the formula C4N2. The level of theory is the ωB97M-V functional and the def2-TZVPD basis.

## Properties
Relative energy (zero: lowest compared OMol25 entry of this formula, charge and spin): 257.9 kJ/mol
Highest occupied orbital energy: -11.63 eV
HOMO-LUMO gap: 9.56 eV
Max |F|: 1.28 eV/Å

ORCA input file:
```
! RIJCOSX wB97M-V def2-TZVPD def2/J DEFGRID3
* xyz 0 1
C -0.1778 0.1497 0.4161
C 0.6241 0.4283 1.3941
C 1.2522 -0.0849 -0.0404
N 2.1426 -0.3705 -0.7441
C -1.3974 -0.0084 -0.2705
N -2.4407 -0.1109 -0.7607
*
```


This record from the OMol25 dataset describes C9H21ClGaI2N2O2P as an isolated structure. The level of theory is the ωB97M-V functional and the def2-TZVPD basis.

## Properties
Relative energy (zero: lowest compared OMol25 entry of this formula, charge and spin): 89.4 kJ/mol
Highest occupied orbital energy: -14.00 eV
HOMO-LUMO gap: 4.18 eV
Max |F|: 11.90 eV/Å

ORCA input file:
```
! RIJCOSX wB97M-V def2-TZVPD def2/J DEFGRID3
* xyz 2 1
I 1.8421 -4.6814 -2.4966
I -0.5955 -4.8313 -1.8914
Ga -0.0152 0.0001 -1.0190
P 0.0207 0.5445 -3.2717
C -1.5876 0.7426 -4.1267
C 0.8935 2.1130 -3.6372
H 1.9095 -0.8099 -3.8944
H 0.9713 -0.3408 -5.3495
H 0.3816 -1.6355 -4.2651
C 0.9069 -0.6778 -4.3091
H 1.8938 2.0531 -3.2007
H 0.9635 2.2844 -4.7168
H -1.4434 0.9992 -5.1813
H -2.1639 1.5317 -3.6361
H 0.3565 2.9415 -3.1677
H -2.1540 -0.1898 -4.0536
C -1.8337 -0.0327 -0.9375
O -3.0028 -0.0535 -0.8849
Cl 2.3679 0.0443 -1.1254
C -2.4559 0.1534 2.0800
N -1.2521 0.0845 2.8956
C -1.4685 0.1094 4.3333
C -0.0152 0.0001 2.2520
O -0.0152 0.0001 0.9810
N 1.2313 -0.0825 2.8874
C 1.5585 -0.1111 4.3157
C 2.4161 -0.1501 2.0443
H -3.3919 0.2301 2.6715
H -2.5419 -0.7782 1.4851
H -2.4162 1.0559 1.4351
H -1.1363 -0.8499 4.7822
H -0.9990 1.0148 4.7720
H -2.5409 0.1871 4.6089
H 2.1104 -1.0486 4.5431
H 2.2216 0.7487 4.5534
H 0.7715 -0.0672 5.0508
H 2.3659 -1.0532 1.4004
H 2.4890 0.7778 1.4417
H 3.3586 -0.2234 2.6322
*
```


This record from the OMol25 dataset describes CH5ErO2 as an isolated structure. The level of theory is the ωB97M-V functional and the def2-TZVPD basis.

## Properties
Relative energy (zero: lowest compared OMol25 entry of this formula, charge and spin): 323.5 kJ/mol
⟨S²⟩: 6.002
Highest occupied orbital energy (alpha / beta): -12.64 / -12.77 eV
HOMO-LUMO gap (alpha / beta): 7.11 / 6.36 eV
Max |F|: 4.81 eV/Å

ORCA input file:
```
! RIJCOSX wB97M-V def2-TZVPD def2/J DEFGRID3
* xyz 1 5
O -0.4046 1.0610 -0.0332
Er -0.9013 3.1618 0.4948
H 0.9176 0.7226 -0.6148
C -0.6357 -0.6812 0.1861
H -0.2670 -0.8590 1.2120
H -1.7244 -0.7445 0.0153
H -0.4435 -1.6561 -0.2946
O 1.4607 -0.3549 -0.8526
H 1.9980 -0.6496 -0.1131
*
```